[1]
An isolated molecule of C3H3NO2 at a distorted geometry, computed with ωB97M-V/def2-TZVPD.

Computed properties:
SMILES: O=C/C=N\C=O
Energy (a.u.): -321.2798
LUMO level (eV): -0.88
HOMO-LUMO gap (eV): 9.01
HOMO (eV): -9.883
Energy relative to the best compared isomer or geometry (same formula, charge and spin) (kcal/mol): 61.37
Spin multiplicity: 1

Geometry (Å):
O -1.895 1.265 0.482
C -1.097 0.503 0.003
C -0.471 -0.782 0.439
N 0.771 -1.053 0.257
C 1.453 0.130 -0.105
O 0.926 1.224 -0.129
H -1.210 -1.572 0.573
H -0.952 0.345 -1.088
H 2.489 0.012 -0.428

[2]
C16H16AlF9NO14S as an isolated structure at a distorted geometry, computed with ωB97M-V/def2-TZVPD.

Computed properties:
Energy (a.u.): -3266.9400
Charge: -1
LUMO level (eV): 1.90
HOMO-LUMO gap (eV): 7.80
HOMO (eV): -5.896
Energy relative to the best compared isomer or geometry (same formula, charge and spin) (kcal/mol): 0.00
Spin multiplicity: 1

Geometry (Å):
C 4.781 2.864 -0.733
C 3.675 3.313 -0.848
Al 1.789 3.875 -0.867
N 1.580 5.566 -1.633
S 0.726 2.268 -2.281
O 1.502 1.043 -2.261
O 0.537 2.785 -3.626
C -0.965 1.661 -1.678
F -1.663 1.067 -2.666
F -0.796 0.732 -0.711
C -1.849 2.773 -1.057
F -1.577 2.924 0.240
F -3.154 2.424 -1.140
F -1.671 3.946 -1.658
H 5.627 2.255 -0.524
H 1.167 3.858 0.602
H 0.883 6.085 -1.110
H 1.148 5.445 -2.546
C 8.790 -0.678 0.662
C 9.532 0.143 1.692
O 9.318 1.464 1.239
C 8.125 1.475 0.565
O 7.518 2.443 0.280
O 7.735 0.206 0.283
F 10.865 -0.122 1.692
H 9.417 -0.894 -0.204
H 8.393 -1.608 1.060
H 9.151 0.045 2.710
C -5.380 4.290 -0.221
C -6.720 4.689 -0.792
O -7.023 5.868 -0.069
C -5.832 6.443 0.282
O -5.714 7.554 0.666
O -4.817 5.563 0.120
F -7.680 3.759 -0.547
H -5.489 3.685 0.680
H -4.760 3.764 -0.930
H -6.709 4.914 -1.860
C -2.574 -2.092 -0.534
C -1.544 -3.195 -0.446
O -1.849 -3.787 0.812
C -3.174 -3.593 1.037
O -3.806 -4.181 1.852
O -3.672 -2.660 0.202
F -0.284 -2.718 -0.418
H -2.238 -1.179 -0.044
H -2.868 -1.860 -1.553
H -1.621 -3.952 -1.228
C -2.162 -7.106 2.166
C -1.612 -7.552 0.830
O -0.779 -8.640 1.189
C -1.295 -9.186 2.329
O -1.005 -10.250 2.755
O -2.190 -8.343 2.895
F -0.865 -6.585 0.247
H -1.492 -6.403 2.660
H -3.153 -6.666 2.101
H -2.368 -7.896 0.121